Record 1
A cluster of 5 separate species, C53H119N2OP2 in total in a non-equilibrium geometry, computed with ωB97M-V with the def2-TZVPD basis set.

Output
DFT total energy: -2957.2324 hartree
HOMO: -12.254 eV

ORCA input file:
```
! wB97M-V def2-TZVPD RIJCOSX def2/J DEFGRID3
* xyz 3 1
C -1.129 0.756 -0.648
O -0.367 0.380 -1.791
H -2.199 0.664 -0.833
H -0.840 0.075 0.153
H -0.905 1.766 -0.305
C 7.212 -0.231 0.234
C 6.490 -0.602 -1.124
C 6.198 0.805 -1.767
C 5.176 0.642 -2.916
P 3.365 0.580 -2.488
C 2.353 0.283 -4.053
C 2.908 1.098 -5.244
C 3.551 0.297 -6.374
C 4.156 1.150 -7.562
C 3.057 -0.742 -1.274
C 3.220 -0.377 0.208
C 2.908 -1.529 1.141
C 1.493 -2.067 1.189
C 2.887 2.222 -1.769
C 3.164 3.561 -2.539
C 3.178 4.803 -1.721
C 4.484 5.120 -1.045
H 7.914 0.599 0.146
H 7.814 -1.037 0.651
H 6.600 -0.063 1.120
H 5.780 -1.332 -0.734
H 7.074 -1.158 -1.858
H 7.115 1.252 -2.150
H 5.895 1.647 -1.145
H 5.358 -0.181 -3.607
H 5.274 1.551 -3.509
H 1.369 0.661 -3.777
H 2.260 -0.777 -4.286
H 3.599 1.914 -5.038
H 2.206 1.689 -5.833
H 2.790 -0.376 -6.768
H 4.315 -0.374 -5.980
H 4.578 2.073 -7.164
H 3.332 1.496 -8.186
H 4.884 0.569 -8.129
H 3.808 -1.484 -1.546
H 2.053 -1.052 -1.564
H 2.657 0.500 0.527
H 4.260 -0.136 0.432
H 3.193 -1.258 2.158
H 3.678 -2.274 0.939
H 0.783 -1.241 1.236
H 1.373 -2.718 2.055
H 1.103 -2.581 0.310
H 3.269 2.252 -0.749
H 1.815 2.177 -1.577
H 2.273 3.776 -3.129
H 4.021 3.505 -3.210
H 2.467 4.770 -0.896
H 2.952 5.621 -2.405
H 5.305 5.202 -1.758
H 4.763 4.324 -0.354
H 4.397 6.042 -0.469
C 3.465 -1.276 8.470
C 3.438 0.081 7.690
C 2.076 0.515 7.089
C 1.483 -0.521 6.052
P -0.083 0.203 5.503
C -0.615 -1.038 4.248
C -1.869 -0.749 3.427
C -2.077 -1.903 2.418
C -3.375 -1.889 1.593
C -0.006 1.828 4.669
C 0.868 1.776 3.467
C 0.770 3.110 2.764
C 1.690 3.179 1.481
C -1.359 0.187 6.995
C -1.626 -1.285 7.596
C -0.703 -1.561 8.886
C -1.014 -2.950 9.547
H 4.385 -1.421 9.036
H 3.237 -2.092 7.784
H 2.713 -1.280 9.259
H 4.233 -0.036 6.954
H 3.783 0.852 8.379
H 2.082 1.492 6.605
H 1.366 0.543 7.915
H 1.233 -1.490 6.483
H 2.105 -0.645 5.166
H -0.494 -2.061 4.606
H 0.283 -1.206 3.653
H -1.872 0.186 2.868
H -2.637 -0.621 4.190
H -2.163 -2.823 2.997
H -1.214 -1.908 1.752
H -3.473 -2.732 0.908
H -3.360 -1.101 0.840
H -4.238 -1.762 2.246
H 0.354 2.549 5.403
H -1.017 2.096 4.360
H 0.602 1.037 2.711
H 1.889 1.642 3.824
H 1.020 3.900 3.472
H -0.259 3.316 2.470
H 2.773 3.115 1.589
H 1.379 4.086 0.963
H 1.381 2.400 0.785
H -2.192 0.567 6.403
H -1.093 0.984 7.690
H -1.287 -1.987 6.834
H -2.667 -1.396 7.897
H -0.861 -0.703 9.541
H 0.360 -1.460 8.672
H -1.982 -2.805 10.028
H -0.283 -3.218 10.310
H -1.021 -3.850 8.932
C -3.822 3.042 -3.222
C -4.164 3.613 -1.870
C -4.817 2.555 -0.974
C -5.509 3.105 0.267
N -6.192 1.983 1.165
C -6.891 2.652 2.320
C -8.176 3.179 1.829
C -8.613 2.394 0.679
C -7.455 1.424 0.482
C -5.145 0.926 1.731
H -3.477 3.842 -3.877
H -4.625 2.645 -3.844
H -3.040 2.296 -3.085
H -4.696 4.524 -2.144
H -3.273 3.884 -1.304
H -3.997 1.935 -0.611
H -5.406 1.814 -1.515
H -6.267 3.850 0.027
H -4.806 3.622 0.921
H -7.062 1.794 2.969
H -6.225 3.232 2.959
H -8.895 3.034 2.634
H -8.087 4.249 1.638
H -9.412 1.690 0.913
H -8.800 2.981 -0.220
H -7.671 0.551 1.099
H -7.346 1.037 -0.531
H -4.632 1.454 2.535
H -4.493 0.535 0.950
H -5.653 0.032 2.093
C 1.592 -3.428 -8.258
C 0.375 -4.125 -7.559
C 0.241 -3.450 -6.206
C -0.835 -4.241 -5.453
N -0.992 -3.652 -4.024
C 0.328 -3.849 -3.203
C -0.077 -3.773 -1.775
C -1.358 -4.627 -1.754
C -2.043 -4.413 -3.167
C -1.401 -2.172 -4.035
C -2.602 -1.880 -4.980
C -2.784 -0.341 -5.253
H 1.411 -2.363 -8.403
H 1.847 -3.816 -9.244
H 2.516 -3.501 -7.685
H 0.598 -5.176 -7.378
H -0.556 -4.033 -8.120
H -0.017 -2.404 -6.368
H 1.164 -3.455 -5.626
H -0.520 -5.272 -5.296
H -1.809 -4.254 -5.942
H 1.134 -3.218 -3.578
H 0.558 -4.878 -3.482
H -0.393 -2.735 -1.676
H 0.741 -4.088 -1.128
H -2.111 -4.237 -1.069
H -1.095 -5.681 -1.665
H -2.984 -3.902 -2.964
H -2.422 -5.254 -3.748
H -0.500 -1.570 -4.154
H -1.673 -1.779 -3.056
H -3.511 -2.353 -4.607
H -2.548 -2.299 -5.986
H -1.928 0.215 -4.870
H -3.574 0.094 -4.640
H -2.938 -0.073 -6.298
*
```

=====

Record 2
An isolated molecule of C4H9N3O in a non-equilibrium geometry, computed with ωB97M-V with the def2-TZVPD basis set.

Output
DFT total energy: -397.2649 hartree
HOMO: -9.052 eV
Structure (SMILES): [H]/N=C(/N)[C@](C)(O)N=C

ORCA input file:
```
! wB97M-V def2-TZVPD RIJCOSX def2/J DEFGRID3
* xyz 0 1
C 1.054 -1.327 1.086
N 1.024 1.711 0.433
C 0.635 0.746 -0.351
C 0.159 -0.624 0.098
N 0.351 1.003 -1.675
C -2.126 0.406 0.424
O -0.192 -1.468 -0.948
N -0.977 0.159 0.875
H -0.888 -1.021 -1.484
H 1.223 1.420 1.391
H 0.777 0.368 -2.359
H 0.462 1.968 -1.964
H 1.336 -0.653 1.884
H 1.949 -1.670 0.565
H 0.527 -2.174 1.523
H -2.449 0.369 -0.621
H -2.865 0.786 1.123
*
```

=====

Record 3
An isolated molecule of C4H9NO in a non-equilibrium geometry, computed with ωB97M-V with the def2-TZVPD basis set.

Output
DFT total energy: -287.6834 hartree
HOMO: -8.918 eV
Structure (SMILES): CCN[C@@H]1CO1

ORCA input file:
```
! wB97M-V def2-TZVPD RIJCOSX def2/J DEFGRID3
* xyz 0 1
C -2.080 0.513 0.164
C -1.169 -0.486 -0.559
N 0.217 -0.107 -0.796
C 1.110 -0.108 0.295
O 1.485 -1.224 0.973
C 2.558 -0.130 0.218
H -3.107 0.127 0.190
H -2.107 1.478 -0.356
H -1.764 0.688 1.198
H -1.142 -1.433 -0.011
H -1.591 -0.708 -1.545
H 0.310 0.790 -1.264
H 3.036 0.810 0.556
H 3.227 -0.884 -0.138
H 1.017 0.673 1.075
*
```

=====

Record 4
A structure of composition C5H8O3 in a non-equilibrium geometry, computed with ωB97M-V with the def2-TZVPD basis set.

Output
DFT total energy: -420.9522 hartree
HOMO: -9.631 eV

ORCA input file:
```
! wB97M-V def2-TZVPD RIJCOSX def2/J DEFGRID3
* xyz 0 1
C 0.227 0.867 -0.684
C -1.186 0.759 -0.323
C 1.614 -2.489 0.227
C -1.937 1.900 0.250
C 0.991 -0.224 0.172
O -0.332 0.602 -1.872
O 0.839 -1.435 -0.363
O 1.684 0.047 1.120
H 0.730 1.822 -0.491
H -1.665 -0.216 -0.299
H 1.192 -2.759 1.195
H 1.561 -3.325 -0.460
H 2.642 -2.162 0.369
H -1.934 2.732 -0.462
H -1.456 2.248 1.166
H -2.972 1.635 0.455
*
```

=====

Record 5
A cluster of 7 separate species, C43H50BrFO5PS in total, computed with ωB97M-V with the def2-TZVPD basis set.

Output
DFT total energy: -5457.7273 hartree
HOMO: -10.925 eV

ORCA input file:
```
! wB97M-V def2-TZVPD RIJCOSX def2/J DEFGRID3
* xyz 1 1
C 1.777 -2.024 0.268
C 1.028 -0.743 0.631
C -0.112 -0.439 -0.345
F -0.129 0.905 -0.647
P -1.761 -0.935 0.345
C -2.967 -1.354 -0.985
O -4.221 -0.791 -0.714
O -4.788 -1.454 0.415
C -1.466 -2.401 1.363
C -2.726 -3.086 1.840
O -3.364 -3.819 1.190
Br -3.157 -2.691 3.675
C -2.394 0.457 1.299
S -2.881 1.864 0.271
O -2.691 1.510 -1.100
O -4.164 2.273 0.740
H 1.106 -2.843 0.008
H 2.425 -2.349 1.077
H 2.386 -1.844 -0.617
H 0.714 -0.747 1.676
H 1.733 0.078 0.542
H 0.029 -1.036 -1.251
H -3.006 -2.424 -1.194
H -2.640 -0.840 -1.889
H -5.074 -0.719 0.981
H -0.936 -3.128 0.744
H -0.841 -2.139 2.213
H -1.593 0.789 1.968
H -3.237 0.192 1.932
H -1.964 2.797 0.614
C -5.378 -3.245 -3.092
C -5.220 -4.151 -4.132
C -5.736 -3.856 -5.386
C -6.401 -2.655 -5.601
C -6.554 -1.748 -4.562
C -6.042 -2.047 -3.307
H -4.986 -3.474 -2.106
H -4.701 -5.086 -3.967
H -5.622 -4.562 -6.197
H -6.801 -2.428 -6.580
H -7.071 -0.813 -4.729
H -6.167 -1.347 -2.491
C -0.295 1.556 6.159
C -0.099 1.236 7.494
C -0.868 0.248 8.093
C -1.831 -0.427 7.356
C -2.026 -0.110 6.020
C -1.261 0.883 5.423
H 0.301 2.331 5.694
H 0.653 1.758 8.070
H -0.717 0.004 9.136
H -2.428 -1.199 7.823
H -2.772 -0.635 5.437
H -1.419 1.138 4.381
C 0.500 -8.333 2.392
C 0.739 -7.075 2.926
C -0.189 -6.059 2.742
C -1.358 -6.304 2.031
C -1.597 -7.564 1.500
C -0.666 -8.577 1.678
H 1.222 -9.125 2.534
H 1.645 -6.887 3.486
H -0.001 -5.076 3.161
H -2.080 -5.511 1.890
H -2.508 -7.755 0.948
H -0.850 -9.558 1.263
C 6.176 0.716 0.156
C 6.476 1.985 0.632
C 5.552 3.015 0.506
C 4.322 2.775 -0.091
C 4.022 1.507 -0.568
C 4.949 0.482 -0.448
H 6.896 -0.086 0.254
H 7.432 2.173 1.103
H 5.789 4.005 0.872
H 3.599 3.576 -0.188
H 3.063 1.319 -1.038
H 4.714 -0.505 -0.829
C 4.440 6.708 -1.270
C 4.739 7.867 -0.567
C 3.715 8.692 -0.123
C 2.392 8.355 -0.375
C 2.094 7.194 -1.075
C 3.117 6.372 -1.526
H 5.239 6.066 -1.620
H 5.769 8.128 -0.367
H 3.948 9.599 0.419
H 1.595 8.998 -0.027
H 1.062 6.932 -1.273
H 2.884 5.470 -2.078
C 1.665 2.674 -6.230
C 2.776 3.501 -6.137
C 3.551 3.498 -4.986
C 3.219 2.661 -3.929
C 2.109 1.833 -4.024
C 1.330 1.840 -5.173
H 1.060 2.679 -7.127
H 3.038 4.149 -6.963
H 4.414 4.147 -4.912
H 3.825 2.656 -3.032
H 1.851 1.178 -3.199
H 0.462 1.197 -5.246
*
```

=====

no.,frontier orbital gap (eV)
1,6.694
2,9.821
3,9.679
4,10.432
5,7.699